1.
The molecule C4H6BrNO. Source: the OMol25 dataset; level of theory: ωB97M-V with the def2-TZVPD basis set.

Summary:
- <S²> = 2.01
- multiplicity = 3
- lowest unoccupied orbital energy (spin up / spin down) (eV) = 0.76 / -3.97
- Kohn-Sham gap (spin up / spin down) (eV) = 5.2 / 5.9

Last column: Mulliken charge in e.
Atoms and positions in Å:
H: -0.996805 1.353306 0.423721  0.3968
H: 1.053709 1.672518 -1.422977  0.2941
Br: -2.642122 -0.575013 -1.101302  -0.1469
H: 1.721444 0.151469 -0.257447  0.3118
H: 0.583219 -0.417464 2.018379  0.2171
C: 1.149284 1.116828 -0.419712  -1.0952
C: -0.787031 -0.552340 -0.712609  -0.2596
C: -0.207785 0.647271 0.131212  0.0883
H: -0.297141 -0.900142 -1.524064  0.3949
H: 1.539402 1.816473 0.354423  0.3089
N: 0.022169 -0.362167 1.160547  -0.2202
O: -0.637471 -2.537286 0.846280  -0.5114
C: -0.500872 -1.413452 0.503549  0.2214

Atomic forces in eV per Å
0.499 0.157 -0.242
0.552 -1.308 1.414
-5.438 0.113 -1.164
0.000 1.378 -1.338
-0.534 0.351 -0.620
-0.731 0.497 0.909
2.960 1.693 3.247
0.463 -1.411 -1.219
1.490 -0.907 -2.710
0.061 -0.142 -0.710
0.138 0.826 2.370
-0.512 -2.580 0.071
1.052 1.331 -0.007


2.
The molecule C3H6N2O3. Source: the OMol25 dataset; level of theory: ωB97M-V with the def2-TZVPD basis set.

Summary:
- multiplicity = 1
- lowest unoccupied orbital energy (eV) = 0.32
- SMILES = C/C(=N/O)N(O)C=O
- Kohn-Sham gap (eV) = 9.7

Last column: Mulliken charge in e.
Atoms and positions in Å:
C: 1.339692 -1.387440 -0.363982  -0.7924
C: 0.826804 -0.003001 -0.233232  0.5282
C: -1.693421 0.755684 -0.549349  0.2265
N: 1.548574 1.028018 0.091626  -0.4304
H: 1.022049 -1.473495 -1.545764  0.2154
H: 0.752392 -2.324894 0.302436  0.2768
O: -1.049940 -1.181421 1.047500  -0.4757
H: -1.465473 1.897567 -0.689408  0.2739
O: 0.607983 1.977929 0.483095  -0.4278
O: -2.789524 0.483102 -0.186340  -0.5314
H: -2.101950 -1.100505 0.870522  0.3674
H: 2.536735 -1.486297 -0.155144  0.2951
H: 1.127930 2.902442 0.997252  0.3553
N: -0.661847 -0.087693 -0.069212  0.1191

Atomic forces in eV per Å
1.155 -2.611 -1.742
-1.265 -0.696 3.182
2.546 1.389 3.570
-2.022 -1.201 -0.308
1.301 -1.003 2.659
1.635 3.414 -2.114
-2.709 3.080 -3.622
0.513 -2.215 -1.049
2.105 5.508 2.427
-2.807 -0.826 -0.443
3.047 -0.167 0.593
-3.113 0.368 -0.865
-1.815 -4.556 -2.614
1.428 -0.485 0.324


3.
The molecule C5H10O2. Source: the OMol25 dataset; level of theory: ωB97M-V with the def2-TZVPD basis set.

Summary:
- multiplicity = 1
- lowest unoccupied orbital energy (eV) = 0.93
- SMILES = COC(C)(C)C=O
- Kohn-Sham gap (eV) = 10.0

Last column: Mulliken charge in e.
Atoms and positions in Å:
H: -2.213182 -0.022908 1.054576  0.3852
O: 1.058919 0.317426 0.754017  -0.4392
H: -0.325773 -2.613747 -0.383365  0.5731
H: -0.595722 1.938681 -0.671884  0.3576
H: 2.121242 -0.871627 -0.572433  0.2980
H: -1.139585 1.237868 1.721505  0.3724
C: -0.410970 -1.514299 -0.245221  -0.4278
C: -0.202677 -0.004625 0.223088  1.4368
H: 3.053767 0.208989 0.495320  0.2876
H: 2.194624 0.883860 -0.909316  0.2626
C: -1.192370 0.199711 1.376947  -1.5908
H: -1.591122 0.614701 -1.328152  0.4120
C: 2.150481 0.127132 -0.113582  -0.7226
H: -0.928989 -0.452372 2.214697  0.3864
O: -1.485943 -1.702658 -0.827659  -0.4826
H: 0.100570 0.769022 -1.813616  0.3830
C: -0.593271 0.884847 -0.974918  -1.4915

Atomic forces in eV per Å
0.199 0.024 0.017
-0.051 -0.268 0.059
3.742 0.052 1.951
0.061 -0.250 0.079
0.052 0.124 0.023
0.050 -0.165 -0.125
-2.500 -0.899 -1.402
-0.038 -0.351 0.020
-0.121 -0.025 -0.106
-0.050 -0.115 0.133
0.003 -0.088 0.018
0.196 0.034 0.097
0.253 -0.070 -0.186
-0.040 0.076 -0.078
-1.760 2.027 -0.607
-0.083 -0.016 0.120
0.088 -0.092 -0.012


4.
The molecule C5H6O3. Source: the OMol25 dataset; level of theory: ωB97M-V with the def2-TZVPD basis set.

Summary:
- multiplicity = 1
- lowest unoccupied orbital energy (eV) = 0.92
- SMILES = C1=C[C@@H]2OC[C@H](O1)O2
- Kohn-Sham gap (eV) = 10.7

Last column: Mulliken charge in e.
Atoms and positions in Å:
H: -0.319988 -0.421019 -1.557382  0.3451
H: -2.424973 1.055240 -0.874605  0.3312
O: 0.502000 -0.271633 1.231167  -0.4560
C: -0.466518 1.406460 -0.153120  -0.2002
C: -1.522257 0.657560 -0.342380  -0.6132
C: -0.136406 -1.102636 0.313529  0.0903
H: 1.436864 1.550204 1.253582  0.3312
H: -0.171956 -2.132715 0.723653  0.3596
H: -0.567843 2.383384 -0.414110  0.4713
H: 1.318791 -1.663884 -1.577335  0.3091
O: -1.567268 -0.800098 0.146251  -0.4210
C: 0.713660 -0.789645 -1.006805  -0.3402
O: 1.583082 0.194464 -0.563144  -0.3960
C: 0.842620 0.869415 0.510776  0.1887

Atomic forces in eV per Å
3.464 -0.717 -0.325
0.757 -0.949 0.852
-1.177 -0.201 1.571
1.658 -1.334 2.023
-1.814 -2.725 0.825
-0.258 -1.776 0.432
-0.871 -1.097 -2.137
0.355 0.657 -0.387
0.124 2.693 -0.907
-1.656 2.149 1.602
2.132 3.917 -1.646
-2.634 -1.873 -1.066
0.337 1.973 -0.326
-0.417 -0.716 -0.512


5.
The molecule C3H4N4. Source: the OMol25 dataset; level of theory: ωB97M-V with the def2-TZVPD basis set.

Summary:
- multiplicity = 1
- lowest unoccupied orbital energy (eV) = 0.02
- Kohn-Sham gap (eV) = 7.7

Last column: Mulliken charge in e.
Atoms and positions in Å:
H: -1.702575 0.232816 -1.797860  0.3548
C: -0.232201 0.169175 -0.253736  0.3808
C: 1.709399 -0.710475 0.978772  0.0272
N: -1.498733 0.637950 -0.881719  -0.2123
N: 1.965902 -0.042941 -0.151003  -0.4821
H: 2.595170 -1.080663 1.491310  0.4088
N: 0.533691 -0.980790 1.554221  -0.3710
H: -1.608129 1.653374 -0.925344  0.3544
N: 0.912711 0.434319 -0.818604  -0.3008
H: -2.097485 0.211134 -0.120110  0.4209
C: -0.577750 -0.523898 0.924074  -0.5807

Atomic forces in eV per Å
0.114 0.042 0.139
0.067 -0.107 0.172
0.080 0.031 -0.063
-0.124 0.046 -0.066
-0.157 -0.058 0.119
-0.057 0.075 -0.118
-0.056 0.106 -0.171
0.100 -0.152 0.016
-0.275 -0.142 0.263
-0.183 0.210 -0.322
0.491 -0.051 0.031


DFT total energy values, unit eV, following the record order: -77818.932; -12323.729; -9439.331; -11421.106; -9132.038.
Relative energy (zero: lowest compared OMol25 entry of this formula, charge and spin) values, unit kJ/mol, following the record order: 130.1; 820.1; 358.2; 319.0; 465.0.